# C35H61NO27

10 unconnected molecules or ions with the total composition C35H61NO27 in a non-equilibrium geometry (wB97M-V/def2-TZVPD, OMol25).

Calculated values
**HOMO level**: -9.4 eV
**SMILES**: C[C@H]1COC(=O)O1.C[C@H]1COC(=O)O1.C[C@H]1COC(=O)O1.C[C@H]1COC(=O)O1.COC(=O)OC.COC(=O)OC.COC(=O)OC.COC(=O)OC.COC(=O)OC.CCCC#N
**LUMO**: -0.24 eV
**Orbital gap**: 9.18 eV

Last column: Mulliken charge in e.
Cartesian coordinates (Å):
C (-15.6560, 10.3690, -9.8040)  -1.60
C (-14.3750, 9.4990, -9.5860)  1.44
C (-13.2410, 9.9600, -8.6680)  -0.51
O (-13.6050, 9.2550, -7.4700)  -0.41
C (-14.3290, 8.1860, -7.7600)  0.48
O (-14.6640, 7.3170, -6.9260)  -0.61
O (-14.8550, 8.2960, -8.9510)  0.30
H (-15.2770, 11.2880, -10.1490)  0.48
H (-16.1280, 10.5540, -8.8570)  0.44
H (-16.2760, 9.9130, -10.5960)  0.12
H (-13.9240, 9.2560, -10.5520)  -0.72
H (-13.1790, 11.0350, -8.5560)  0.44
H (-12.2620, 9.5790, -9.0620)  0.27
C (-12.8140, 4.8250, -11.7790)  -0.33
C (-12.1940, 6.1620, -11.2810)  1.50
C (-12.1550, 6.2900, -9.7430)  0.72
O (-10.7890, 5.9100, -9.3990)  -0.47
C (-10.0350, 5.8300, -10.4460)  0.55
O (-8.8610, 5.6260, -10.4980)  -0.57
O (-10.8210, 6.0750, -11.5540)  -0.52
H (-12.2460, 3.8820, -11.5730)  0.33
H (-12.8060, 4.8200, -12.8440)  0.24
H (-13.7400, 4.7040, -11.2450)  -0.56
H (-12.6150, 7.0860, -11.7150)  -0.55
H (-12.8100, 5.7690, -9.1100)  0.09
H (-12.3450, 7.3540, -9.5590)  -0.62
C (-11.7380, 12.5550, -14.4160)  -1.44
C (-12.0440, 11.6070, -13.1980)  0.27
C (-13.2260, 12.0170, -12.2790)  -0.31
O (-14.1330, 10.9790, -12.4110)  -0.25
C (-13.6010, 10.0020, -13.1870)  0.46
O (-14.1730, 8.9080, -13.3570)  -0.30
O (-12.4670, 10.3790, -13.7630)  -0.32
H (-12.6000, 12.9420, -14.9710)  0.36
H (-11.1970, 12.0500, -15.2280)  0.36
H (-11.1100, 13.4100, -14.0940)  0.38
H (-11.1070, 11.4440, -12.6910)  0.32
H (-13.6560, 13.0000, -12.3810)  0.44
H (-12.8020, 12.0110, -11.2830)  0.15
C (-17.2840, 0.9390, -13.9420)  -0.81
C (-16.2840, -0.2420, -14.1150)  1.15
C (-16.9980, -1.6420, -14.0930)  -0.38
O (-16.3990, -2.2250, -15.1920)  -0.38
C (-15.8100, -1.3150, -15.9870)  0.56
O (-15.5450, -1.5890, -17.1800)  -0.66
O (-15.6920, -0.1980, -15.3780)  -0.11
H (-17.4710, 1.0910, -12.9100)  0.09
H (-18.2870, 0.6650, -14.4500)  0.44
H (-16.8890, 1.8720, -14.3810)  -0.02
H (-15.4980, -0.2380, -13.4160)  -0.45
H (-18.0540, -1.6550, -14.3000)  0.32
H (-16.6850, -2.2010, -13.2230)  0.32
C (-17.4880, 0.9390, -10.2240)  -0.17
O (-18.2390, -0.2630, -10.4920)  -0.17
C (-19.0800, -0.6480, -9.6100)  0.54
O (-19.0350, -0.3100, -8.2280)  -0.61
O (-20.0920, -1.4490, -10.0640)  -0.30
C (-21.1580, -1.8540, -9.2650)  -0.62
H (-16.5360, 0.9400, -10.7980)  -0.33
H (-17.1280, 0.9920, -9.1620)  0.56
H (-18.2220, 1.6820, -10.4280)  0.31
H (-20.8000, -2.4100, -8.3790)  0.29
H (-21.7830, -2.5610, -9.8510)  0.23
H (-21.8070, -1.0570, -8.8440)  0.27
C (-14.6430, 2.9850, -9.0800)  0.21
O (-15.5360, 3.6320, -8.2190)  -0.40
C (-16.0630, 4.7900, -8.6060)  -0.09
O (-15.5410, 5.4970, -9.6700)  0.63
O (-17.1060, 5.3020, -7.9060)  -0.35
C (-17.8500, 6.3070, -8.4710)  -0.75
H (-14.2090, 2.0720, -8.6260)  0.17
H (-13.7270, 3.5960, -9.3220)  -0.05
H (-15.1540, 2.8090, -10.0320)  -0.13
H (-17.2370, 7.2070, -8.4230)  0.19
H (-18.6880, 6.4030, -7.7050)  0.29
H (-18.3380, 6.2060, -9.4180)  0.32
C (-13.5020, 6.6580, -15.5330)  -0.23
O (-13.1950, 5.6650, -16.4660)  -0.31
C (-13.7010, 4.4380, -16.3690)  0.62
O (-14.5990, 4.0860, -15.2670)  -0.40
O (-13.3380, 3.5430, -17.2630)  -0.33
C (-13.6950, 2.2220, -16.8970)  -0.76
H (-14.5220, 7.0280, -15.5260)  0.30
H (-12.7160, 7.4230, -15.7170)  0.22
H (-13.3070, 6.4190, -14.4430)  0.01
H (-14.6440, 1.9720, -16.5400)  0.33
H (-12.9380, 1.7540, -16.2860)  0.29
H (-13.6170, 1.6100, -17.8100)  0.38
C (-21.5370, 3.7350, -3.4520)  -0.66
O (-20.9860, 4.1610, -4.7230)  -0.30
C (-20.5530, 3.2310, -5.6590)  0.76
O (-20.4200, 1.9110, -5.2980)  -0.64
O (-20.2830, 3.7080, -6.8410)  -0.33
C (-19.5370, 2.8870, -7.8070)  -0.27
H (-22.3910, 4.3730, -3.2050)  0.25
H (-20.7380, 4.0200, -2.7290)  0.25
H (-21.6700, 2.6960, -3.2760)  0.35
H (-20.2530, 2.3710, -8.4790)  0.30
H (-18.7930, 2.2950, -7.2820)  0.40
H (-18.9890, 3.5100, -8.4970)  -0.11
C (-12.4520, -1.4260, -9.7720)  -0.59
O (-12.1490, -0.5580, -10.8680)  -0.36
C (-13.0340, 0.2100, -11.4410)  0.62
O (-14.4420, 0.1360, -11.2300)  -0.41
O (-12.5260, 1.0940, -12.3230)  -0.42
C (-13.3560, 1.8120, -13.1480)  -0.13
H (-13.2340, -2.1580, -9.9660)  0.27
H (-12.7780, -0.8450, -8.8540)  0.25
H (-11.6360, -2.0910, -9.5120)  0.28
H (-12.7440, 2.6060, -13.6580)  0.21
H (-14.2350, 2.2810, -12.6620)  0.14
H (-13.6810, 1.0500, -13.9330)  0.09
C (-16.5560, 7.3280, -12.0860)  -0.36
C (-16.9200, 6.3630, -13.1360)  -1.25
C (-16.7100, 4.8640, -12.8550)  1.80
C (-17.6530, 4.3140, -11.8760)  -0.08
N (-18.4080, 3.9310, -11.0500)  -0.64
H (-17.0790, 7.1750, -11.1770)  0.30
H (-16.6420, 8.3840, -12.4500)  0.31
H (-15.4750, 7.2210, -11.8040)  -0.10
H (-16.3530, 6.5940, -14.0560)  0.25
H (-17.9520, 6.4850, -13.3410)  0.42
H (-15.6900, 4.7140, -12.4060)  -0.99
H (-16.7330, 4.2980, -13.7720)  0.13

=====

# C4H9N2O2

A gas-phase ion, C4H9N2O2 (charge +1) in a non-equilibrium geometry (wB97M-V/def2-TZVPD, OMol25).

Calculated values
**HOMO level**: -13.8 eV
**LUMO**: -4.52 eV
**Orbital gap**: 9.24 eV
**Total charge**: +1

Last column: Mulliken charge in e.
Cartesian coordinates (Å):
C (0.9198, 1.0483, 0.3803)  0.78
C (-1.1065, -0.6620, -1.2670)  0.34
C (2.3057, 1.5141, 0.7255)  -0.98
C (-2.0639, -2.0681, 0.2331)  -0.70
N (0.8078, 0.7372, -0.9735)  -0.24
N (-0.1520, 0.9871, 0.9961)  -0.60
O (-0.2960, 0.2286, -1.6891)  -0.11
O (-1.0895, -1.1719, -0.1187)  -0.17
H (-2.0095, -0.6124, -2.0313)  0.35
H (2.2679, 2.5224, 1.1819)  0.29
H (2.9695, 1.5515, -0.1910)  0.27
H (2.9924, 0.8425, 1.2436)  0.31
H (-1.5949, -3.0940, 0.0722)  0.30
H (-3.0903, -1.9148, -0.1735)  0.34
H (-2.1507, -2.2213, 1.2355)  0.31
H (1.5481, 1.0198, -1.6230)  0.25
H (-0.2579, 1.2930, 1.9988)  0.24

=====

# C2H6N2

A single C2H6N2 molecule in a non-equilibrium geometry (wB97M-V/def2-TZVPD, OMol25).

Calculated values
**HOMO level (spin up / spin down)**: -8.5 / -7.4 eV
**LUMO (spin up / spin down)**: 1.14 / 0.26 eV
**Orbital gap (spin up / spin down)**: 9.64 / 7.69 eV

Last column: Mulliken charge in e.
Cartesian coordinates (Å):
C (0.4761, -0.6965, -0.2998)  -0.44
C (1.4409, 0.3066, 0.3563)  -0.67
N (-0.8079, -0.5901, 0.4479)  -0.34
N (-1.6367, 0.3182, 0.0043)  -0.20
H (0.4598, -0.5640, -1.4212)  0.31
H (0.6181, -1.7955, -0.2689)  0.28
H (1.8976, -0.0760, 1.1572)  0.37
H (1.1367, 1.3729, 0.1345)  0.25
H (-2.2396, 0.8412, 0.6085)  0.23
H (-1.3451, 0.8832, -0.7188)  0.21

=====

# C17H23I2NPPt

A molecular structure, C17H23I2NPPt (wB97M-V/def2-TZVPD, OMol25).

Calculated values
**HOMO level (spin up / spin down)**: -11.6 / -11.8 eV
**2S+1**: 3
**LUMO (spin up / spin down)**: -3.35 / -5.71 eV
**Orbital gap (spin up / spin down)**: 8.27 / 6.09 eV
**Total charge**: +1

Last column: Mulliken charge in e.
Cartesian coordinates (Å):
Pt (1.0204, -0.4636, 0.4535)  1.63
C (-0.9696, 0.2122, 2.7706)  -1.09
N (0.1751, -0.6822, 2.5609)  -0.09
C (1.1838, -0.4497, 3.6067)  -1.11
C (-0.2834, -2.0931, 2.5782)  -1.24
C (-0.9248, -2.4520, 1.2719)  1.51
C (-1.9110, -3.4243, 1.1740)  -0.76
C (-2.3688, -3.8287, -0.0719)  -0.71
C (-1.8276, -3.2689, -1.2196)  -0.71
C (-0.8545, -2.2807, -1.1243)  -0.87
C (-0.4181, -1.8517, 0.1193)  -0.16
H (-1.4195, 0.0127, 3.7478)  0.43
H (-1.7158, 0.0387, 1.9960)  0.34
H (-0.6286, 1.2435, 2.7474)  0.26
H (0.7563, -0.6849, 4.5862)  0.36
H (1.4918, 0.5923, 3.5891)  0.34
H (2.0492, -1.0816, 3.4275)  0.37
H (-0.9517, -2.2483, 3.4318)  0.44
H (0.6027, -2.7126, 2.7295)  0.40
H (-2.3105, -3.8782, 2.0733)  0.45
H (-3.1336, -4.5891, -0.1469)  0.40
H (-2.1599, -3.6010, -2.1942)  0.45
H (-0.4293, -1.8678, -2.0326)  0.53
I (2.9702, -2.2628, 0.6815)  -0.18
I (3.3713, 0.8833, 0.8138)  -0.16
C (-0.5226, 2.7615, 0.4929)  -1.62
P (-0.1975, 1.2794, -0.4928)  0.90
C (-1.8178, 0.8761, -1.1889)  -1.25
C (0.7945, 1.8188, -1.8976)  0.47
C (0.9627, 0.9321, -2.9610)  -0.26
C (1.7904, 1.2654, -4.0204)  -0.79
C (2.4633, 2.4800, -4.0175)  -0.49
C (2.3052, 3.3611, -2.9575)  -0.69
C (1.4772, 3.0314, -1.8945)  -0.40
H (0.3703, 3.0857, 1.0286)  0.39
H (-1.3173, 2.5627, 1.2076)  0.46
H (-0.8495, 3.5539, -0.1815)  0.54
H (-2.2122, 1.7726, -1.6696)  0.49
H (-2.4978, 0.5451, -0.4037)  0.35
H (-1.7384, 0.0845, -1.9280)  0.39
H (0.4526, -0.0249, -2.9675)  0.12
H (1.9110, 0.5781, -4.8466)  0.42
H (3.1123, 2.7395, -4.8429)  0.40
H (2.8298, 4.3069, -2.9545)  0.41
H (1.3696, 3.7288, -1.0741)  0.35

=====

# C3H4OS

2 unconnected molecules or ions with the total composition C3H4OS in a non-equilibrium geometry (wB97M-V/def2-TZVPD, OMol25).

Calculated values
**HOMO level**: -9.8 eV
**LUMO**: -0.18 eV
**Orbital gap**: 9.65 eV

Last column: Mulliken charge in e.
Cartesian coordinates (Å):
C (-2.2980, -0.6168, 0.5621)  -0.42
C (-2.6258, -0.8730, -0.5568)  -0.30
C (2.2062, 1.1452, 0.0419)  -0.46
O (0.9493, -1.0594, -0.0995)  -0.45
S (2.2831, -0.4769, -0.0976)  0.34
H (-2.0195, -0.3739, 1.5446)  0.36
H (-2.8878, -1.1161, -1.5449)  0.37
H (3.1222, 1.7006, 0.0464)  0.29
H (1.2703, 1.6702, 0.1037)  0.28

=====

# C42H50ClNO6SeTa

A molecular structure, C42H50ClNO6SeTa (wB97M-V/def2-TZVPD, OMol25).

Calculated values
**HOMO level**: -11.1 eV
**LUMO**: -4.32 eV
**Orbital gap**: 6.83 eV
**Total charge**: +1

Last column: Mulliken charge in e.
Cartesian coordinates (Å):
Ta (0.1421, 1.8556, -0.1623)  0.39
C (3.4218, -4.5319, -3.6965)  -1.62
C (2.4344, -4.5899, -2.5232)  1.90
C (1.2490, -5.4923, -2.8934)  -1.54
C (3.1499, -5.1995, -1.3179)  -2.04
C (1.9168, -3.1834, -2.2278)  -0.37
C (2.0776, -2.5682, -0.9940)  -0.43
C (1.5682, -1.2950, -0.7910)  0.16
Se (1.7299, -0.4338, 0.9169)  0.14
C (0.1159, -1.0944, 1.7228)  0.23
C (0.1388, -2.3216, 2.3705)  -0.44
C (-1.0266, -2.8344, 2.9192)  -0.46
C (-2.1832, -2.0609, 2.8145)  -0.22
C (-2.2462, -0.8174, 2.1960)  -0.59
C (-1.0544, -0.3500, 1.6287)  0.78
O (-1.0037, 0.8355, 0.9444)  1.09
C (-3.5374, -0.0011, 2.1572)  2.39
C (-3.9496, 0.2732, 0.7027)  -1.32
C (-4.6969, -0.7400, 2.8277)  -2.45
C (-3.3190, 1.3114, 2.9242)  -1.43
C (-1.0849, -4.1903, 3.6194)  1.89
C (0.2807, -4.8763, 3.6457)  -2.07
C (-1.5598, -3.9983, 5.0658)  -1.62
C (-2.0714, -5.0976, 2.8708)  -1.56
C (0.9143, -0.6201, -1.8116)  0.48
O (0.4407, 0.6364, -1.5321)  0.22
C (0.7318, -1.1918, -3.0719)  -0.62
C (1.2455, -2.4756, -3.2269)  -0.15
C (0.0001, -0.4570, -4.1966)  2.36
C (-0.0729, -1.3036, -5.4693)  -2.36
C (0.7451, 0.8405, -4.5437)  -1.53
C (-1.4404, -0.1471, -3.7620)  -1.49
H (3.7993, -5.5318, -3.9159)  0.47
H (4.2727, -3.8910, -3.4596)  0.36
H (2.9519, -4.1496, -4.6032)  0.32
H (1.6016, -6.5034, -3.1028)  0.47
H (0.7275, -5.1317, -3.7807)  0.32
H (0.5280, -5.5445, -2.0756)  0.34
H (3.5029, -6.1988, -1.5737)  0.43
H (2.4838, -5.2972, -0.4580)  0.31
H (4.0190, -4.6097, -1.0203)  0.41
H (2.5905, -3.0641, -0.1829)  0.52
H (1.0715, -2.8639, 2.4283)  0.51
H (-3.0906, -2.4532, 3.2505)  0.52
H (-4.0914, -0.6630, 0.1599)  0.37
H (-3.2094, 0.8644, 0.1682)  -0.06
H (-4.8955, 0.8181, 0.6853)  0.49
H (-4.9366, -1.6739, 2.3163)  0.42
H (-5.5850, -0.1081, 2.7916)  0.47
H (-4.4922, -0.9577, 3.8772)  0.43
H (-2.4575, 1.8633, 2.5529)  -0.01
H (-3.1536, 1.1119, 3.9843)  0.40
H (-4.2044, 1.9452, 2.8354)  0.47
H (1.0220, -4.2853, 4.1868)  0.40
H (0.6571, -5.0697, 2.6388)  0.33
H (0.1923, -5.8376, 4.1527)  0.44
H (-0.8751, -3.3526, 5.6183)  0.36
H (-1.6041, -4.9624, 5.5749)  0.47
H (-2.5548, -3.5545, 5.1113)  0.32
H (-1.7548, -5.2474, 1.8370)  0.33
H (-3.0773, -4.6767, 2.8586)  0.32
H (-2.1247, -6.0734, 3.3564)  0.47
H (1.1192, -2.9561, -4.1856)  0.52
H (0.9178, -1.5489, -5.8555)  0.42
H (-0.5947, -0.7359, -6.2403)  0.45
H (-0.6271, -2.2306, -5.3135)  0.43
H (1.7617, 0.6231, -4.8759)  0.36
H (0.8021, 1.5250, -3.6984)  0.07
H (0.2279, 1.3518, -5.3578)  0.48
H (-1.9771, -1.0667, -3.5224)  0.33
H (-1.9701, 0.3484, -4.5778)  0.48
H (-1.4800, 0.5070, -2.8918)  0.00
O (0.7172, 2.6959, 1.7204)  -0.69
C (1.4233, 3.6815, 2.0151)  -0.22
C (2.2264, 4.4185, 1.1042)  1.09
C (2.9148, 5.5462, 1.5799)  -0.66
C (3.6681, 6.2697, 0.6983)  -0.47
C (3.7857, 5.9071, -0.6449)  -0.40
C (3.1205, 4.7994, -1.1219)  -0.67
C (2.3169, 4.0511, -0.2571)  -0.05
O (1.6382, 3.0195, -0.7286)  -0.94
N (4.3795, 7.4681, 1.1833)  1.06
O (4.2563, 7.7433, 2.3562)  -0.60
O (5.0340, 8.0843, 0.3728)  -0.61
H (1.4191, 3.9898, 3.0648)  0.44
H (2.8444, 5.8510, 2.6156)  0.60
H (4.4054, 6.5097, -1.2943)  0.56
H (3.1919, 4.5004, -2.1579)  0.57
Cl (-0.4468, 7.8622, 2.3058)  -0.19
C (-0.7994, 6.5114, 1.2831)  0.21
C (-0.2600, 6.4659, 0.0044)  -0.87
C (-0.4841, 5.3531, -0.7847)  -0.56
C (-1.2664, 4.2842, -0.3301)  -0.22
C (-1.3953, 3.0272, -1.1354)  -1.59
C (-1.8417, 4.3847, 0.9389)  -0.17
C (-1.6063, 5.4848, 1.7496)  -0.81
H (0.3386, 7.2911, -0.3576)  0.53
H (-0.0501, 5.3100, -1.7770)  0.43
H (-1.1685, 3.1835, -2.1914)  0.74
H (-2.3798, 2.5663, -1.0441)  0.82
H (-2.4821, 3.5889, 1.2994)  0.53
H (-2.0492, 5.5512, 2.7340)  0.52

=====

Computed values of ΔE to the lowest compared entry with this formula, charge and spin (unit: eV) for the preceding records, in sequence: 0.836, 5.103, 5.021, 0.145, 3.435, 0.000.
Computed values of E_tot (unit: hartree) for the preceding records, in sequence: -3456.2121, -417.3938, -189.1450, -1772.2243, -589.9984, -5055.1598.